10
Properties=species:S:1:pos:R:3 method="wB97M-V/def2-TZVPD" de_lowest_ev=4.175 smiles="C=[N+]([O-])C(N)=O" molar_mass_g_mol=88.07 lumo_energy_ev="0.396 / 0.396"
C -0.586 -0.769 0.093
H 1.117 0.738 1.162
C 0.424 1.360 0.680
H 0.969 -0.528 -1.242
O -1.081 -1.527 0.859
N 0.326 -1.193 -0.786
H 0.413 2.431 0.697
N -0.493 0.653 0.049
O -1.382 1.081 -0.710
H 0.293 -2.246 -0.803